9
Properties=species:S:1:pos:R:3:forces:R:3 method="wB97M-V/def2-TZVPD" multiplicity=1 homo_lumo_gap_ev=7.4 homo_energy_ha=-0.327 lumo_energy_ha=-0.05386 e_tot_ev=-28975.6937 relative_energy_kj_mol=1.0
O -1.2261 -4.6527 1.3242 0.28 -1.36 0.77
C -1.3839 -3.7992 0.5631 0.81 0.93 -1.32
F -2.1969 -2.8010 0.7071 -0.61 0.66 -0.13
F -0.7189 -3.6217 -0.5882 -0.49 -0.23 0.69
N 3.2802 4.3286 -1.1699 0.44 0.47 1.52
S 4.2131 4.9560 -0.0422 -1.03 -0.69 -1.23
H 2.3917 4.0056 -0.7256 0.58 0.21 -0.29
I -1.5558 0.9090 0.3781 1.92 0.36 1.27
H -2.8035 0.6754 -0.4466 -1.90 -0.36 -1.26

14
Properties=species:S:1:pos:R:3:forces:R:3 method="wB97M-V/def2-TZVPD" multiplicity=1 homo_lumo_gap_ev=9.8 homo_energy_ha=-0.475 lumo_energy_ha=-0.11290 total_charge=+1 e_tot_ev=-91706.6771 relative_energy_kj_mol=248.9
C 3.3816 1.7180 1.8727 -1.50 -1.51 -3.79
C -2.2975 -1.5101 0.7384 -2.83 0.96 -0.29
C 0.0548 0.6010 0.1123 -1.49 -0.74 1.60
N 2.9592 1.3746 0.8475 1.79 0.74 2.29
N -1.0848 -1.3363 0.6151 -0.22 -3.38 2.91
N -0.4010 -0.5806 -0.0252 4.21 5.39 -4.11
N 1.1230 1.1454 -0.7374 -1.74 2.31 0.40
Cl 3.9797 1.9749 3.2713 1.15 0.79 2.73
Br -0.4668 1.7223 1.6435 0.58 -0.53 -1.01
H -3.0135 -0.7406 0.3574 0.36 -0.89 -0.04
H -2.6425 -2.3986 1.2284 -0.19 -0.07 0.47
H 2.0335 1.0014 -0.2062 -0.01 0.99 0.23
H 0.9962 2.1932 -1.0509 0.17 -2.49 1.07
H 1.2471 0.6074 -1.5322 -0.28 -1.57 -2.45

17
Properties=species:S:1:pos:R:3:forces:R:3 method="wB97M-V/def2-TZVPD" multiplicity=2 homo_lumo_gap_ev="10.4 / 5.2" homo_energy_ha="-0.569 / -0.566" lumo_energy_ha="-0.18559 / -0.37604" total_charge=+1 e_tot_ev=-9430.9662 relative_energy_kj_mol=206.0 s_squared=0.757
O -0.5632 -0.7016 2.8774 -0.63 -0.78 -0.25
C 0.1368 -0.2072 2.0325 0.54 2.82 -1.20
O 1.4140 0.0902 2.2145 -1.87 0.27 -2.07
C -0.4647 0.5283 0.7461 0.22 2.07 -0.09
C 0.0549 0.0723 -0.6078 1.47 -2.79 0.69
C -0.6377 -1.2558 -0.9756 1.34 -0.25 0.31
C 0.2176 1.0991 -1.6923 1.25 -0.01 -0.51
H 1.7257 -0.5586 2.7984 1.69 -1.47 2.17
H -0.1825 1.5947 1.0101 0.50 -0.99 0.03
H -1.5128 0.6720 0.7058 -1.39 -0.78 0.59
H 1.0413 -0.3598 -0.3270 0.18 1.17 -0.61
H 0.0916 -1.8727 -0.5181 0.23 -1.69 0.74
H -0.6337 -1.7283 -1.9470 -0.27 0.99 -0.77
H -1.5265 -1.4451 -0.4536 -1.63 -0.04 0.36
H 0.4433 2.0114 -1.2012 0.25 1.28 -0.02
H -0.6809 1.1854 -2.2563 -0.74 0.23 -0.44
H 1.0770 0.8758 -2.4058 -1.15 -0.03 1.08

11
Properties=species:S:1:pos:R:3:forces:R:3 method="wB97M-V/def2-TZVPD" multiplicity=1 homo_lumo_gap_ev=11.6 homo_energy_ha=-0.415 lumo_energy_ha=0.01186 e_tot_ev=-10250.2742 relative_energy_kj_mol=192.1
N -1.5761 1.4088 1.9380 -0.09 0.36 0.30
C -0.8167 0.6927 1.4704 0.82 -0.97 -1.21
C 0.0106 -0.3647 0.7451 -0.46 0.35 2.49
O -0.4873 -1.6236 1.0619 -0.70 0.05 -1.53
C 0.0825 -0.1894 -0.7160 -0.05 -0.25 -3.15
N 0.6706 0.9408 -1.2082 1.00 -0.60 -3.64
O -0.3369 -1.0798 -1.4766 0.43 1.45 1.59
H 1.0421 -0.3395 1.0594 0.48 0.43 0.56
H -0.8885 -1.8241 0.1693 0.11 -0.80 0.96
H 1.3458 1.5555 -0.7791 -0.39 -0.28 0.85
H 0.9540 0.8234 -2.2640 -1.15 0.26 2.77